Entry 1:
The following is a DFT calculation (ωB97M-V/def2-TZVPD) of 2 unconnected molecules or ions with the total composition C8H14N2S in a non-equilibrium geometry.

Last column: Löwdin charge in e.
Cartesian coordinates (Å):
C (2.736, -0.859, 0.754)  -0.14
C (3.983, -0.362, 0.864)  -0.41
C (2.648, 0.848, -0.876)  -0.35
C (2.003, -0.377, -0.316)  -0.42
C (-0.495, 1.694, 0.292)  -0.05
C (-2.081, -0.150, -0.733)  -0.12
C (-1.611, -0.027, 1.644)  0.03
C (-1.420, 0.469, 0.425)  -0.42
N (0.351, -2.011, -0.583)  0.06
N (0.906, -0.799, -0.823)  0.00
S (4.358, 0.944, -0.200)  0.91
H (2.523, -1.792, 1.180)  0.09
H (4.753, -0.546, 1.654)  0.09
H (2.755, 0.908, -1.888)  0.05
H (0.472, 1.282, 0.519)  0.04
H (-0.504, 2.086, -0.660)  0.05
H (-0.856, 2.457, 1.016)  0.10
H (-1.413, -0.387, -1.566)  0.06
H (-3.055, 0.330, -1.180)  0.12
H (-2.384, -1.181, -0.539)  0.06
H (-0.981, 0.390, 2.366)  0.05
H (-2.227, -0.858, 1.770)  0.05
H (2.049, 1.679, -0.555)  0.06
H (-0.655, -2.002, -0.592)  0.05
H (0.689, -2.360, 0.264)  0.05

Properties
SMILES   N/N=C1\C=CSC1.C=C(C)C
HOMO level (spin up / spin down)   -7.6327 / -7.6324 eV
LUMO level (spin up / spin down)   0.560 / 0.560 eV
Kohn-Sham gap (spin up / spin down)   8.19 / 8.19 eV
Energy relative to the best compared isomer or geometry (same formula, charge and spin)   368.2 kJ/mol



Entry 2:
The following is a DFT calculation (ωB97M-V/def2-TZVPD) of a molecular structure, C6H11NO in a non-equilibrium geometry.

Last column: Löwdin charge in e.
Cartesian coordinates (Å):
O (1.073, 2.064, 0.435)  -0.16
C (1.344, 0.911, 0.863)  -0.50
C (1.669, -0.249, -0.004)  -0.19
C (0.820, -0.510, -1.212)  -0.13
C (-0.679, -0.511, -0.986)  -0.13
C (-1.375, 0.582, -0.695)  -0.17
C (-2.733, 0.484, -0.064)  -0.10
N (2.282, -1.266, 0.664)  0.13
H (1.767, 0.763, 1.909)  0.11
H (0.150, 0.354, 1.368)  0.24
H (1.010, 0.401, -1.808)  0.14
H (1.199, -1.431, -1.675)  0.12
H (-1.160, -1.471, -0.837)  0.11
H (-0.877, 1.544, -0.586)  0.10
H (-3.342, 1.381, -0.205)  0.07
H (-2.655, 0.395, 1.023)  0.07
H (-3.263, -0.387, -0.458)  0.07
H (1.704, -2.016, 1.011)  0.12
H (3.066, -1.040, 1.253)  0.10

Properties
HOMO level   -7.7612 eV
LUMO level   -1.050 eV
Kohn-Sham gap   6.71 eV
Energy relative to the best compared isomer or geometry (same formula, charge and spin)   512.4 kJ/mol



Entry 3:
The following is a DFT calculation (ωB97M-V/def2-TZVPD) of C5H5NO in the gas phase in a non-equilibrium geometry.

Last column: Löwdin charge in e.
Cartesian coordinates (Å):
O (0.676, -0.584, -1.884)  -0.01
C (0.103, -0.655, -0.604)  -0.39
C (1.169, -0.141, 0.450)  -0.08
C (0.657, 1.079, 1.069)  -0.22
N (-0.115, 1.885, 1.375)  0.15
C (-1.192, -0.038, -0.374)  -0.10
C (-1.925, 0.445, 0.452)  0.11
H (0.018, -0.245, -2.499)  0.10
H (-0.238, -1.670, -0.354)  0.15
H (1.333, -0.881, 1.239)  0.12
H (2.123, 0.027, -0.058)  0.12
H (-2.609, 0.777, 1.190)  0.05

Properties
SMILES   C#C[C@@H](O)CC#N
HOMO level   -9.9728 eV
LUMO level   0.568 eV
Kohn-Sham gap   10.54 eV
Energy relative to the best compared isomer or geometry (same formula, charge and spin)   332.0 kJ/mol